Entry 1:
48
Properties=species:S:1:pos:R:3:forces:R:3 method="wB97M-V/def2-TZVPD" e_lumo_ev=0.30 e_homo_ev=-10.08 smiles=CO.CO.CO.CO.CO.CO.CO.CO orbital_gap_ev=10.38 relative_energy_kj_mol=547.1
O 6.2535 -5.3485 -2.9544 -1.7570 0.9023 0.2005
H 1.2817 0.2345 -1.4303 0.9424 0.7316 0.4155
H 1.1995 -3.4457 -5.7851 -0.1447 -0.0256 0.2442
C -0.4067 -2.4049 4.9073 1.6241 0.3241 0.4501
H 1.3103 -1.5140 4.7274 0.0483 0.3173 -0.0331
C 0.7861 -0.1193 -0.5263 0.1547 0.6789 -1.4266
H 0.9288 3.6178 6.6706 0.6335 0.8180 0.5178
O 0.4227 -1.1596 4.8183 -1.6719 -1.2879 -0.0162
H -2.6425 3.1797 1.2347 0.5235 0.0628 0.1028
H -1.0045 -2.6541 4.0306 0.3426 0.4458 -0.2694
H 1.3973 3.7105 5.0312 0.0763 0.1032 -0.4583
H 0.6561 5.1348 5.7129 -0.8136 -0.1573 0.0788
H 6.4331 -6.2395 -2.6454 0.1857 0.0069 -0.0038
H 0.3562 -3.1608 5.0937 -0.4382 -0.5580 -0.2691
H 3.2843 4.2873 -2.8655 0.8386 0.1663 -0.1259
H 4.3099 -4.3129 -3.1233 0.7052 -0.1590 -0.9119
H -7.7608 -2.4166 -1.2905 0.2294 -0.4204 -0.9842
H -2.5812 1.6961 2.2035 -0.2044 -0.0426 0.3399
H 4.3714 -6.1359 -3.0383 -0.6533 0.3581 0.0673
H -1.0696 -2.4703 5.7701 0.0877 0.8098 0.1066
O -0.5878 3.4295 5.4787 -2.1994 0.2959 -1.0387
C -7.2536 -1.4898 -1.5586 -0.1257 0.4081 1.7040
O 1.9417 4.6665 -1.4271 0.2642 -0.0762 0.6058
H -0.2098 0.0453 -0.9377 -0.6998 -0.5805 0.8954
C 3.0959 5.0959 -2.1593 -1.7262 -0.4673 -0.3153
H -5.5488 -0.8150 -2.1596 -0.0136 -0.0155 0.0400
O -5.9113 -1.6671 -1.9064 0.6613 -0.7312 -0.8792
H 2.4540 -1.3069 -6.3678 -0.1202 -0.2135 -0.0322
H 0.6648 -2.2764 -7.0104 -0.5502 -0.4306 -0.0679
H 0.6698 0.3158 1.3919 -0.1106 -0.1264 -0.0450
H -3.6327 1.8797 0.7894 -0.2909 -0.3097 0.2221
C -3.2420 2.3825 1.6741 0.8067 0.3089 -1.6589
O 1.0923 0.6833 0.6121 0.1627 -0.4692 -0.7003
C 0.8604 -2.4227 -5.9481 0.5694 1.0028 -0.8125
H -7.2129 -1.0592 -0.5581 -0.6011 0.9050 0.0417
C 0.6191 4.0454 5.7170 2.0501 -1.1942 0.8468
H 2.6717 5.9247 -2.7262 0.8198 0.3398 0.0136
H 1.1223 -1.1558 -0.5516 -0.4389 -0.2160 0.8786
H -3.9365 3.2137 3.2378 -0.1481 0.1652 0.1018
H 2.2500 3.9508 -0.8664 -0.3296 -0.1722 0.1906
H 4.5957 -5.0134 -1.6408 0.2428 -0.5202 0.3048
C 4.7950 -5.1912 -2.6975 1.2719 -0.5808 0.3369
O 1.8647 -1.4599 -5.6255 0.1988 0.0505 0.6815
H 3.9217 5.3354 -1.4893 0.1120 0.1814 -0.3563
H -0.0223 -2.1421 -5.3733 0.0480 -0.3900 0.0029
H -0.4878 2.4752 5.4482 0.2345 0.0830 0.0297
O -4.2874 2.9568 2.3820 -0.6515 -0.1792 0.9040
H -7.8120 -0.8798 -2.2686 -0.1457 -0.1421 0.0813

***

Entry 2:
51
Properties=species:S:1:pos:R:3:forces:R:3 method="wB97M-V/def2-TZVPD" spin_multiplicity=2 e_lumo_ev="-2.71 / -9.90" s2=0.76 total_charge=+1 e_homo_ev="-12.67 / -12.54" orbital_gap_ev="9.96 / 2.64" relative_energy_kj_mol=115.9
H 0.1372 0.0069 -0.9477 0.0210 -0.3645 -0.4356
C 3.9732 -0.8446 -3.0726 0.0683 -0.0076 -1.8419
H -2.0692 -0.6145 -0.9563 -0.2693 -0.1716 -0.2087
O -2.5271 0.2099 4.2300 -0.1408 0.2098 0.5973
H -3.0667 -2.4994 3.0949 0.0120 -0.2275 0.1274
H 0.3278 2.6529 -3.7973 0.0523 -0.4409 -0.3281
O 3.0040 -0.6179 -2.0561 0.5445 0.8430 0.6207
C -1.9654 1.3356 3.6161 -0.7976 0.7310 -0.4703
H 4.1144 -0.2572 -0.3360 0.3783 -0.4786 -0.7448
H -2.1013 1.1936 2.5440 0.4634 0.4051 -0.3959
H 4.9109 -1.2859 -2.7350 -0.4829 -0.4572 0.3180
C -2.8915 2.8462 -0.4331 0.6386 -3.0859 -0.4085
O -0.4464 0.3991 -0.2940 -0.5915 0.6695 1.1412
H -0.1703 -1.0202 2.4970 0.2376 0.1628 0.0723
H 0.7518 2.5545 -2.1606 0.6226 0.2458 0.6650
H 0.5421 -2.6807 -1.3416 -0.1721 -1.3703 0.0627
H 0.2318 1.1022 -2.8331 -0.4680 -0.2873 -0.2041
H -0.4684 -2.7202 2.6082 0.5157 -0.3348 -0.3328
H -1.8439 2.7118 -0.7025 0.3986 -0.1645 0.1043
O 0.2505 -1.2866 -2.5493 -0.6863 3.0850 -1.0585
H -2.5589 2.2054 3.8976 -0.1503 -0.0435 -0.0115
H 2.2303 0.1045 0.5944 -0.3813 -0.3258 -0.2462
C 0.8173 1.9855 -3.0881 -0.9741 1.1361 -0.5155
O -3.6440 -1.7980 2.7932 -0.1971 -0.6044 -0.8708
H -0.2629 -1.1310 -3.3454 0.1352 0.8588 -0.3069
O 4.3046 0.0616 0.5493 -1.5754 1.0082 0.6117
O -0.6471 -1.6972 4.3270 0.3544 0.1324 0.5325
C 0.0906 -2.6271 -2.3322 1.0394 -1.6310 0.9148
H -0.4889 -2.4400 4.9142 -0.0373 -0.0157 0.1483
H -3.0141 2.4968 0.5921 -0.0303 0.4245 0.5084
H -3.2935 -1.0064 3.2016 -0.0829 0.6831 0.5139
H -0.9493 -2.9533 -2.3485 0.0902 -0.1182 0.0731
C 3.0795 0.7500 0.8187 0.4173 -0.0892 0.6608
H -0.9891 -1.5123 0.0744 -0.4012 -0.2524 0.4067
H -1.8773 -0.4963 4.2559 0.5247 -0.2592 0.4470
H -2.2100 -0.3333 0.7521 0.7063 0.4258 0.2755
H -3.4937 2.1754 -1.0459 0.3028 -0.7999 0.0577
H 2.1636 -1.0184 -2.2904 -0.1859 -0.3263 -0.2157
H 3.4937 -1.3560 -3.9072 0.2437 -0.9594 0.2964
H 2.9607 1.0695 1.8540 0.6236 -0.2466 0.0301
H 2.2645 0.9749 -2.8123 1.4635 -0.7575 0.2243
O -3.2873 4.0812 -0.7441 -1.1232 2.7136 -0.2451
H 0.7099 -3.0888 -3.1013 -0.2432 -1.0455 0.3325
H -0.9435 1.6194 3.8680 0.2307 -0.6053 0.1049
H 1.1134 -2.0406 3.2082 -0.0587 -0.0842 0.1201
O 2.0877 1.6213 -3.4997 -0.6295 0.3215 0.3123
H -4.1255 3.9476 -1.1926 -0.1276 0.8484 -0.0132
C 0.0373 -1.8962 3.1115 -0.7623 -0.0787 -0.6123
C -1.4888 -0.5499 -0.0360 0.4473 -0.3602 -1.1723
H 2.9404 1.6431 0.2095 0.2047 0.1632 -0.4372
H 4.2870 0.0230 -3.6531 -0.1680 0.9263 0.7960

***

Entry 3:
18
Properties=species:S:1:pos:R:3:forces:R:3 method="wB97M-V/def2-TZVPD" e_lumo_ev="-7.10 / -7.10" total_charge=+1 e_homo_ev="-14.20 / -14.20" orbital_gap_ev="7.10 / 7.10" relative_energy_kj_mol=65.4
C -2.5266 0.7573 -1.2158 0.6751 -0.0673 0.0606
H -4.0006 -0.0005 0.2006 -0.1137 -0.0197 0.0209
H -3.1832 1.2352 -1.9263 -0.0434 0.0044 -0.2033
C 2.6930 0.5750 0.0903 -0.4490 0.4329 0.4685
C -2.9581 0.1116 -0.0443 -0.0653 -0.2956 0.6102
C 0.4480 -1.1380 0.3552 -0.5701 -0.4922 0.2244
F 3.8506 1.2054 0.0678 -0.2639 -0.1698 -0.0446
F 1.6678 2.1041 1.5705 0.2900 -0.0828 -0.2948
F -0.0341 -2.6273 0.7862 1.1254 5.0187 -0.2329
C 1.6532 1.0134 0.8355 0.8200 0.1737 -0.7147
C 2.5976 -0.6421 -0.7391 -0.2381 0.1823 0.2065
N 0.5073 0.2915 0.9884 -1.0673 -4.6016 1.0611
H -2.0203 -0.8370 1.6786 -0.0210 -0.0035 0.1757
C -1.9322 -0.3145 0.7401 -0.4142 0.3847 -0.2977
O 1.3884 -1.3975 -0.5212 0.2692 -0.2632 -0.4481
O 3.3477 -1.0230 -1.5550 -0.0500 0.0074 0.1755
S -0.8778 0.7649 -1.4557 -0.0583 -0.1551 0.1349
C -0.6208 -0.0786 0.1440 0.1746 -0.0534 -0.9021

***

Entry 4:
76
Properties=species:S:1:pos:R:3:forces:R:3 method="wB97M-V/def2-TZVPD" e_lumo_ev=0.59 e_homo_ev=-9.50 smiles="NC(N)=O.NC(N)=O.NC(N)=O.NC(N)=O.NC(N)=O.NC(N)=O.NC(N)=O.NC(N)=O.O.O.O.O" orbital_gap_ev=10.09 relative_energy_kj_mol=21.5
H 2.2287 2.5068 -2.0348 -0.4941 0.1118 0.1306
H -1.5664 -6.1502 -3.1927 -0.4163 1.2133 0.0372
H -0.4159 -0.0577 0.9538 0.2159 -0.0741 1.0730
O -2.9148 -3.0391 0.4773 0.5531 -0.3038 -0.1023
O 1.4129 -0.4564 2.2835 -0.8117 -0.6403 -0.0966
N 1.0820 0.1408 -0.6303 -0.6253 -0.1886 -0.9324
N -1.4159 -0.0418 0.9963 1.4501 0.0478 -2.7263
C -1.4778 3.0564 0.0510 -1.4727 -1.1839 -1.7352
O 4.6033 0.2394 -0.0423 0.6434 2.3248 0.1244
C -1.4188 -4.1222 -2.7441 -0.9425 2.7678 0.9788
C 1.9444 -1.4576 2.8009 0.7727 2.5822 -0.3822
H -0.9805 -3.5605 0.6263 -0.0922 0.1792 -0.4484
O 1.6456 -1.7436 -1.8024 -1.3345 1.3830 -0.0048
H -0.7403 -6.9987 -0.2233 0.0591 0.0005 -0.0577
N -5.3806 1.6852 -3.1124 0.3587 0.9263 -2.8177
H -0.2991 -5.5483 -0.1688 0.0560 1.5498 0.7140
N 0.0628 -0.2688 -2.7429 0.5361 0.2789 2.4586
C 2.4247 3.7472 -0.4622 1.8776 -0.6638 -1.7552
H 0.6587 -2.7886 2.1800 -0.3969 -0.1819 -0.3130
N 1.3261 -2.6585 2.9209 1.2690 -1.1307 -0.0865
H -3.2819 -2.2261 0.8345 -0.2585 0.4300 0.2412
H -0.7826 -0.5583 3.3715 -2.3974 1.1408 0.0504
O -2.1308 -3.1742 -2.3008 1.2249 -1.1009 -0.5673
H 4.3650 -0.6462 -0.1768 -0.4209 -1.9661 0.0058
H 1.6992 1.6297 2.2476 0.1417 0.5201 0.0539
H 1.7412 3.3301 1.9349 0.1652 0.7084 -0.0721
H -2.6243 -2.8210 -0.4236 -0.3155 -0.1825 -0.2321
H 2.0338 -3.4141 2.8940 -0.9365 0.4036 0.1985
H -2.9876 -5.3069 -2.7537 0.2175 0.0890 -0.1625
N -0.0646 -3.9529 -2.8587 -1.2000 -1.2885 -0.5397
N -2.0696 -5.2407 -3.1793 0.9464 -1.5599 0.1198
H 4.4577 3.6407 0.2087 0.0519 0.1488 0.2848
H 0.7325 3.0785 -1.4608 -1.2713 0.1453 0.2463
O -3.4820 -0.3851 1.7408 0.7476 0.1229 0.3328
H -5.7181 1.9465 -4.0974 1.1963 -0.5115 2.3448
H 3.3260 4.5116 3.4551 -0.3760 -0.3680 -0.2844
H -3.6411 3.1728 -4.0335 0.3847 -0.3288 0.4171
H -2.3243 2.5204 -3.0075 -0.3127 0.4627 -0.6045
N -0.7766 3.8966 0.8818 -0.8413 -0.0929 -0.1613
H 1.5312 -0.1605 0.2198 0.3292 -0.2302 -0.0634
H 3.5658 -0.3592 3.3936 -0.1856 0.2400 -0.3142
H -3.3410 2.1354 -0.1232 -0.1203 -0.7381 -0.4870
H 0.0306 4.4208 0.5200 -0.1589 -0.5338 0.0527
C 0.9540 -0.7018 -1.7040 0.5406 -0.4766 -0.6655
H -2.5411 -0.3181 3.8432 0.7894 -0.3062 0.5697
O -3.6981 1.0572 -1.7099 0.5658 -0.5706 0.6661
C -2.2702 -0.2044 1.9528 -1.3305 -0.0881 2.7322
H 5.0025 0.3530 0.8313 -0.3555 -0.3208 -0.1406
H 0.3989 -3.0875 -2.6670 0.0290 0.5530 0.3499
H 4.7821 3.6647 3.5846 -0.8070 0.1958 -0.4302
C -4.0302 1.6653 -2.6976 -3.3750 0.4272 -0.7106
O -0.2275 -6.3304 -0.6878 -0.0266 -1.7157 -0.8809
H -3.0852 2.9642 1.3454 -0.5449 0.2743 1.4667
O -1.0238 2.5765 -1.0565 -0.5961 1.2789 2.6815
O -0.1093 -3.7505 0.2257 -0.0706 -0.2822 1.3891
N 2.1287 2.5464 2.4106 -1.1879 -2.9426 0.5145
N 1.7159 3.1966 -1.4940 2.4082 -0.4327 -0.2766
N -2.7938 2.7419 0.4442 3.2414 1.1356 -1.3889
H -0.8303 0.0920 -2.3634 0.7183 -0.2395 -0.6362
H 0.5816 1.0194 -0.5965 -0.0622 -0.0680 -0.2437
N -3.2446 2.4403 -3.4539 1.6180 0.1471 -0.0214
N 3.2110 -1.3023 3.2627 -0.4982 -0.3768 -0.1598
C 3.3465 2.4749 2.9710 -0.3941 0.3618 -1.7721
H -1.8267 -0.2169 0.1169 -0.4628 0.0458 -1.1951
H -6.1050 1.3871 -2.5187 -0.4022 -0.6643 0.8421
N 3.8240 3.3640 -0.5090 -3.2001 1.2437 0.2254
H 4.1277 2.7473 -1.2380 0.0833 -0.2254 0.2580
H 0.5148 -4.7588 -2.8864 0.3923 -0.5313 -0.1201
H -1.3391 4.3792 1.5859 0.4457 -0.3117 -0.4384
O 4.0352 1.4624 3.1136 -0.3117 -0.0673 0.5398
N -1.7493 -0.0840 3.2525 0.8969 -1.0192 -0.6863
H 3.5355 -1.9919 3.8809 0.6337 -0.8422 0.7958
O 1.8952 4.5574 0.2897 0.7110 -0.0697 0.7547
H -0.0545 -3.2550 -0.5865 -0.0507 0.3406 -0.4848
N 3.8532 3.7119 3.1363 2.9747 1.3324 1.5941
H -0.0160 -0.9214 -3.4989 -0.1884 -0.2942 -0.0461

***

Entry 5:
21
Properties=species:S:1:pos:R:3:forces:R:3 method="wB97M-V/def2-TZVPD" spin_multiplicity=3 e_lumo_ev="-16.61 / -15.47" s2=2.00 total_charge=+4 e_homo_ev="-20.93 / -20.93" orbital_gap_ev="4.32 / 5.47" relative_energy_kj_mol=43.6
H -2.7967 -0.8725 -0.2881 0.2684 -0.0581 0.0791
O 3.2639 7.9740 -1.0556 -3.3571 -3.2473 0.7999
C -2.7896 -3.0084 -0.2258 0.1952 -0.0645 -0.1351
C -0.6847 -3.9985 0.2992 1.9317 -0.5061 0.7611
H -3.8488 -3.1058 -0.4632 0.2304 0.2139 0.0243
C -0.1035 -2.7268 0.4613 -1.8518 0.1649 -0.7281
H 0.9447 -2.5998 0.7555 0.0259 -0.2529 -0.0303
C -2.0160 -4.1542 -0.0641 -0.3164 0.6555 0.1744
C 2.5398 7.0975 -0.8776 2.8746 3.4594 -0.6472
O 5.0265 5.8046 -1.5043 -4.6766 -4.5048 1.2119
C 4.1402 5.0816 -1.2733 7.5123 4.9586 -1.9969
O -2.5442 0.0914 2.5704 5.7982 2.2359 -3.1276
Y 0.5110 0.0488 0.8093 0.6004 -0.2972 -1.3514
Pr 2.0118 4.1677 -0.6605 -2.1908 -1.7356 0.3741
Cl 3.0806 1.8794 -0.1233 0.0034 0.7761 0.3645
H -2.4512 -5.1420 -0.1539 0.0756 -0.0600 -0.0543
C -2.1974 -1.7628 -0.1040 0.4519 0.2932 -0.1644
Cl 0.2663 -5.4089 0.6432 -0.3871 0.8315 -0.2422
C -1.5533 0.4119 2.0328 -6.6930 -2.0410 3.9415
Cl 0.0665 1.8104 -0.9857 -0.2641 0.3110 0.4429
N -0.8660 -1.5873 0.2077 -0.2312 -1.1324 0.3037

***

Entry 6:
16
Properties=species:S:1:pos:R:3:forces:R:3 method="wB97M-V/def2-TZVPD" e_lumo_ev=-5.79 total_charge=+1 e_homo_ev=-13.02 orbital_gap_ev=7.22
C -0.3385 -2.0692 -1.0155 -0.1611 -0.5644 -0.2095
H -0.1968 -3.0316 -1.4980 0.0567 0.0494 -0.0121
C 2.4228 2.7508 1.0108 -0.7675 -0.8404 -0.3368
C -3.0956 -0.2811 0.5096 0.1185 0.4335 0.2079
S -2.0803 1.2971 1.0010 0.7656 0.0342 -0.1383
C 1.6032 1.9396 0.6911 1.0459 0.8998 0.3114
H 2.2570 0.1032 -0.4094 -0.2180 0.0210 -0.0058
H 3.1465 3.4588 1.2918 0.4077 0.4209 0.1557
Cl 2.2036 -2.0875 -1.6139 -0.2657 0.1262 0.1439
N -1.5296 -1.8157 -0.6327 -0.2098 0.6572 0.4087
C -0.5419 1.4257 0.7480 -1.8820 -0.5275 0.1447
C 0.8274 -1.2696 -0.8756 0.5663 0.5389 0.1040
C 1.1874 -0.0689 -0.3127 0.4273 -1.1112 -0.5875
N 0.6442 1.0128 0.3512 0.0217 0.1929 0.0712
C -2.4026 -1.1610 -0.0944 0.4645 -0.1321 -0.1996
H -4.1069 -0.2035 0.8486 -0.3704 -0.1984 -0.0578